Record 1
Molecular formula: C31H39N5O2P2Pt
Method: DFT, ωB97M-V/def2-TZVPD

CARTESIAN COORDINATES (ANGSTROEM)
Pt 0.050888 -2.002092 0.644765
C -1.076642 2.916545 4.110269
C -1.717831 2.857992 2.938133
C -1.042805 2.912717 1.598678
C 0.144207 1.913435 1.470837
C 1.560009 2.415582 1.733601
C 1.928217 3.277932 2.675365
C 1.013408 4.301911 3.295310
C 0.125191 3.779971 4.442021
C 1.536316 -3.026896 1.593694
H -1.461857 2.321923 4.973929
H -2.826351 2.666165 2.904856
H -0.707405 3.897047 1.228002
H -1.814663 2.557126 0.903952
H -0.080695 0.987158 2.034157
H 0.153075 1.621375 0.417099
H 2.306277 1.831340 1.168829
H 2.967927 3.280384 3.043261
H 0.367121 4.773972 2.562862
H 1.734994 5.001371 3.753943
H 0.777790 3.221725 5.124444
H -0.174719 4.689138 4.993612
H 2.135506 -2.188968 1.998019
H 2.146716 -3.628523 0.910835
H 1.170721 -3.680297 2.408834
P 1.465503 -1.522903 -1.006021
P -1.960625 -0.638988 -1.000329
N 2.917605 -0.223017 -1.267216
N 2.192241 -2.691792 -2.079354
N -1.924545 0.955129 -2.067307
N -3.547945 -1.039188 -2.037593
C 0.403324 -0.676578 -2.196439
C -0.894574 -1.485180 -2.194904
C 4.125497 -0.164963 -0.572806
C 5.049777 0.626622 -1.269451
C 4.398445 1.063766 -2.459324
C 3.116190 0.520496 -2.423972
C 2.572311 -4.004481 -1.777436
C 3.139079 -4.580326 -2.912178
C 3.111263 -3.591898 -3.947028
C 2.556094 -2.435870 -3.414941
C -2.444705 2.173219 -1.644775
C -2.287713 3.125635 -2.649624
C -1.717265 2.461813 -3.777196
C -1.543748 1.132297 -3.407435
C -4.273019 -0.367023 -3.027463
C -5.176143 -1.252048 -3.633184
C -5.001497 -2.521417 -2.988497
C -3.988504 -2.359434 -2.044208
H 0.788468 -0.537762 -3.215300
H 0.298852 0.331558 -1.762799
H -1.330243 -1.550376 -3.198498
H -0.776971 -2.501911 -1.757511
H 4.237406 -0.683157 0.369237
H 6.081983 0.840298 -0.990174
H 4.796841 1.657861 -3.271178
H 2.347670 0.623642 -3.158782
H 2.382581 -4.424033 -0.792156
H 3.536377 -5.577995 -2.988205
H 3.458710 -3.692108 -4.968201
H 2.371445 -1.476086 -3.865618
H -2.904790 2.263604 -0.670133
H -2.559386 4.176646 -2.593883
H -1.475731 2.872776 -4.744154
H -1.116055 0.333978 -3.986389
H -4.106674 0.674143 -3.255381
H -5.867023 -1.012322 -4.435196
H -5.548085 -3.435418 -3.189421
H -3.534734 -3.070019 -1.366372
O 1.452495 -0.529773 3.606651
C 0.317449 -1.028001 3.705489
C -0.503828 -0.922368 5.011455
C -1.850975 -1.511569 4.651497
C -1.671290 -2.129409 3.223281
O -2.479745 -2.861003 2.670666
N -0.438034 -1.694692 2.745847
H -0.010869 -1.488661 5.821975
H -0.602052 0.130686 5.327756
H -2.194743 -2.280835 5.358067
H -2.601471 -0.699603 4.586813

Forces on atoms 1 to 3 (eV/Å):
Pt 0.794 0.165 2.422
C -0.220 0.184 0.763
C -0.705 -0.101 0.393

The multiplicity is 5. The largest force on an atom is 5.51 eV Å⁻¹. For the LUMO energy (alpha / beta), the calculation gives -6.3 / -9.5 eV. The value obtained for the orbital gap (alpha / beta) is 5.080 / 2.692 eV. The expectation value of S² is 6.0438. Its total charge is +2.

Charges in e, computed with Mulliken, in the same order as the atoms: 1.61 -0.59 -0.51 0.50 2.33 -0.47 -0.22 -0.88 -0.56 -1.18 0.48 0.39 0.52 -1.11 -0.67 -0.98 0.04 0.34 0.30 0.41 0.33 0.38 0.39 0.24 0.39 -0.20 0.28 0.59 0.56 0.63 0.11 -1.36 -2.07 -0.46 -0.62 -0.79 -0.25 -0.15 -0.62 -0.73 -0.04 -0.87 -0.96 -0.81 -0.34 0.02 -0.59 -0.56 -0.20 0.35 0.82 0.67 1.00 0.49 0.48 0.48 0.57 0.48 0.47 0.47 0.47 0.75 0.48 0.53 0.38 0.40 0.46 0.46 0.47 -0.62 0.42 -0.38 -0.46 0.31 -0.67 -0.34 0.36 0.09 0.33 0.24

=====

Record 2
Molecular formula: C31H40AlF9N3O7S2
Method: DFT, ωB97M-V/def2-TZVPD

CARTESIAN COORDINATES (ANGSTROEM)
C 7.411530 -0.990159 4.720512
C 6.472156 -1.352376 3.417853
O 6.664289 -2.567869 2.850363
N 5.447903 -0.442476 2.777096
C 5.777164 1.025292 2.938719
Al 3.639679 -0.870112 3.276408
N 3.133748 -2.505723 2.396436
C 3.323675 -1.077986 5.297679
C 1.862148 -1.806290 5.660248
C 0.742346 -0.596082 5.566866
S -1.018685 -1.134561 5.906444
C -2.081289 0.280435 5.293623
S -1.275264 1.762891 4.894162
N -3.585277 0.286584 5.138323
C -4.144330 -1.055670 4.722977
C -3.498406 -2.094628 3.631992
C -4.313859 -3.514722 3.293638
C -5.771242 -3.907780 3.991991
C -6.414868 -2.872157 5.094624
C -5.597930 -1.484443 5.430163
C -3.984888 1.285661 4.048644
C -3.685683 1.104501 2.442729
C -4.110849 2.261199 1.313163
C -4.860932 3.617121 1.853460
C -5.196238 3.774435 3.454177
C -4.783324 2.642713 4.599375
H 7.626301 0.164584 4.853303
H 8.477899 -1.500090 4.590373
H 6.885259 -1.450532 5.660859
H 5.736195 1.363189 4.067698
H 6.889666 1.267592 2.580092
H 5.091650 1.740766 2.273034
H 2.717881 0.323970 2.707841
H 4.000459 -3.097775 2.385589
H 2.871558 -2.225704 1.413528
H 3.211293 0.030082 5.727561
H 4.225459 -1.551644 5.874894
H 1.709563 -2.666564 4.878379
H 1.999253 -2.231940 6.756525
H 1.035486 0.173128 6.431211
H 0.884276 -0.117355 4.482738
H -2.464180 -1.831870 3.096981
H -3.891738 -4.326613 2.527544
H -6.383081 -4.882409 3.748075
H -7.465021 -3.097016 5.611692
H -6.083886 -0.733161 6.204576
H -3.143048 0.153230 2.019046
H -3.853010 2.094740 0.179018
H -5.142140 4.443946 1.073947
H -5.758544 4.727980 3.840082
H -4.998221 2.742430 5.746311
C -3.818347 -2.401105 -3.262391
C -2.822960 -1.624637 -4.105200
O -2.628451 -0.305101 -3.572751
C -1.779342 -0.207046 -2.499506
O -1.204204 -1.165898 -1.994109
C -1.626419 1.249880 -2.065090
F -2.820086 1.903511 -1.983109
F -0.859714 1.967504 -2.935372
F -1.039309 1.382073 -0.842515
H -4.757253 -1.846120 -3.167803
H -4.026479 -3.377378 -3.709880
H -3.440836 -2.560521 -2.248088
H -3.219599 -1.503305 -5.118657
H -1.867302 -2.153567 -4.194785
C 2.933555 -0.030218 -2.067992
C 2.140473 -1.015479 -2.907223
O 2.471186 -0.877996 -4.297991
C 3.633042 -1.484173 -4.704308
O 4.373836 -2.112276 -3.954429
C 3.839063 -1.300928 -6.207210
F 3.623757 -0.018291 -6.616209
F 2.993129 -2.080141 -6.940308
F 5.099624 -1.620112 -6.614603
H 2.786757 0.991271 -2.433380
H 2.626668 -0.079703 -1.019161
H 4.006702 -0.235336 -2.122951
H 1.071451 -0.798255 -2.811600
H 2.290458 -2.047766 -2.571122
C 1.830664 3.736117 -7.679645
C 0.973900 2.635928 -8.279284
O -0.189672 2.401959 -7.470663
C -1.226763 3.284771 -7.636606
O -1.199117 4.231771 -8.416371
C -2.412614 2.894304 -6.755680
F -2.043487 2.592185 -5.478470
F -3.066325 1.796001 -7.231711
F -3.348155 3.879917 -6.654738
H 2.084044 3.502678 -6.640510
H 2.755079 3.862073 -8.250844
H 1.299214 4.692250 -7.669179
H 1.542137 1.700019 -8.297158
H 0.690794 2.860372 -9.313959

Forces on atoms 1 to 3 (eV/Å):
C 0.429 0.090 -0.510
C -0.067 -3.479 -3.566
O -1.132 6.300 3.520

The multiplicity is 1. The largest force on an atom is 7.30 eV Å⁻¹. For the LUMO energy, the calculation gives 1.5 eV. The value obtained for the orbital gap is 6.536 eV. Its total charge is -1.

Charges in e, computed with Mulliken, in the same order as the atoms: -0.77 0.33 -0.64 0.18 -0.87 0.21 -0.65 -0.60 -0.40 -0.48 -0.04 0.19 -0.24 0.03 0.11 0.12 -0.63 -0.34 -0.36 -0.34 0.18 0.10 -0.33 -0.45 -0.34 -0.42 0.26 0.29 0.18 0.25 0.28 0.22 -0.34 0.24 0.14 0.18 0.21 0.29 0.26 0.29 0.20 0.36 0.25 0.28 0.25 0.26 0.10 0.19 0.29 0.25 0.30 -1.14 -0.16 -0.27 0.34 -0.55 0.95 -0.30 -0.23 -0.24 0.30 0.38 0.31 0.35 0.27 -1.22 0.31 -0.22 0.34 -0.51 0.85 -0.24 -0.25 -0.25 0.29 0.42 0.38 -0.24 0.34 -1.15 -0.18 -0.27 0.33 -0.53 0.84 -0.19 -0.25 -0.25 0.29 0.37 0.37 0.31 0.31

=====

Record 3
Molecular formula: C31H40BrFI2NO2SbTi
Method: DFT, ωB97M-V/def2-TZVPD

CARTESIAN COORDINATES (ANGSTROEM)
Ti 0.744025 -1.049620 -0.919397
C 4.038373 -1.239434 1.074087
C 3.636056 0.230466 0.930109
C 3.251019 0.585550 -0.504414
C 2.573120 0.675070 1.919358
C 2.935257 1.627038 2.867811
C 2.026517 2.109142 3.792950
C 0.714610 1.673798 3.742713
C 0.300098 0.735635 2.803087
C -1.176700 0.370438 2.728841
C -1.631709 -0.509446 3.898481
C -2.050667 1.628500 2.676648
C 1.253389 0.195947 1.916177
N 0.843212 -0.818648 1.000323
C 0.496885 -2.064501 1.556081
C 1.121941 -2.636900 2.667068
C 0.776635 -3.907128 3.094184
C -0.206431 -4.639748 2.438610
C -0.854350 -4.092216 1.341235
C -0.492161 -2.830632 0.947313
F -1.081792 -2.248678 -0.172940
H 4.866432 -1.471596 0.402583
H 3.218435 -1.913262 0.825089
H 4.355096 -1.451426 2.096842
H 4.523622 0.828172 1.154379
H 2.460004 -0.075454 -0.867854
H 2.880625 1.606532 -0.583253
H 4.077722 0.446056 -1.198646
H 3.954235 1.996066 2.871054
H 2.335397 2.835630 4.533224
H -0.003896 2.074848 4.446104
H -1.339835 -0.174908 1.795451
H -1.479663 0.015664 4.844674
H -1.087602 -1.448592 3.942389
H -2.695927 -0.736398 3.807409
H -2.034366 2.165802 3.625484
H -3.089241 1.359484 2.474410
H -1.713055 2.315720 1.897283
H 1.891942 -2.069757 3.174315
H 1.288802 -4.337656 3.944460
H -0.461753 -5.637472 2.766023
H -1.620150 -4.631090 0.800034
C 0.377618 2.680068 -3.636135
C -0.928250 2.309286 -2.936796
Sb -0.700668 1.657982 -0.897539
C -0.207386 3.616250 -0.130016
C 1.294186 3.855518 0.007093
C -2.840024 1.676089 -0.543479
C -3.427326 3.053968 -0.257359
H 0.204372 2.881790 -4.694662
H 1.115091 1.879812 -3.580116
H 0.814477 3.580656 -3.198794
H -1.452582 1.512688 -3.469680
H -1.597368 3.171224 -2.887223
H -0.694778 3.722620 0.839901
H -0.667495 4.325884 -0.818539
H 1.716672 3.231050 0.796834
H 1.497809 4.897310 0.263172
H 1.827427 3.640100 -0.920909
H -3.069428 0.976531 0.261230
H -3.265000 1.268328 -1.464065
H -3.044245 3.474060 0.672957
H -4.513996 2.995482 -0.165989
H -3.204294 3.760646 -1.058332
Br -4.547043 -4.727948 -3.967399
C -3.055166 -3.561694 -3.911445
C -1.987296 -3.784072 -4.768954
C -0.904808 -2.923020 -4.734182
C -0.881221 -1.865710 -3.832351
C -1.958719 -1.660224 -2.982504
C -3.058729 -2.505128 -3.019003
C 0.295362 -0.936866 -3.841713
O 0.851851 -0.629109 -4.857958
O 0.645723 -0.467488 -2.635516
H -2.007756 -4.616634 -5.457745
H -0.059693 -3.069154 -5.393327
H -1.957108 -0.824105 -2.290800
H -3.904317 -2.342798 -2.365328
I 1.679913 -3.612238 -1.503649
I 4.070066 -2.132152 -3.169443

Forces on atoms 1 to 3 (eV/Å):
Ti -0.658 -0.844 0.952
C 0.003 0.035 -0.016
C -0.098 -0.101 -0.057

The multiplicity is 3. The largest force on an atom is 1.73 eV Å⁻¹. For the LUMO energy (alpha / beta), the calculation gives -0.2 / -1.7 eV. The value obtained for the orbital gap (alpha / beta) is 7.713 / 6.715 eV. The expectation value of S² is 2.0086.

Charges in e, computed with Mulliken, in the same order as the atoms: -0.87 -1.28 0.34 -0.02 0.68 -1.05 -1.51 -0.57 1.03 1.66 -1.65 -1.31 -1.57 3.19 0.68 -0.54 -0.88 -0.69 -0.92 -0.56 0.05 0.45 -0.02 0.37 0.68 -0.27 0.14 0.41 0.41 0.40 0.39 -0.48 0.34 0.29 0.44 0.46 0.45 -0.14 0.41 0.45 0.42 0.52 -1.19 -0.72 -0.16 -0.64 -1.07 -0.66 -1.36 0.37 0.24 0.31 0.41 0.64 0.40 0.54 0.08 0.46 0.24 0.53 0.64 0.30 0.41 0.32 -0.19 -0.02 -0.51 -0.71 0.41 0.40 -0.93 -0.39 -0.61 0.65 0.45 0.48 0.53 0.50 -0.25 -0.22

=====

Record 4
Molecular formula: C31H40CrN5
Method: DFT, ωB97M-V/def2-TZVPD

CARTESIAN COORDINATES (ANGSTROEM)
Cr -0.506953 0.197209 0.489148
C -2.701027 -0.139234 0.900921
C -1.983961 -0.708131 1.998174
C -1.322307 0.394201 2.669515
C -1.626900 1.563485 1.919241
C -2.533098 1.256380 0.867653
C -3.490615 2.247992 0.233376
C -4.374414 1.571483 -0.816957
C -4.381071 2.743600 1.389689
C -2.791264 3.456243 -0.396468
C -0.721270 0.511582 4.076417
C -0.439927 1.982314 4.425434
C -1.756516 0.018631 5.103018
C 0.606773 -0.245070 4.256205
C -2.237550 -2.180336 2.345441
C -3.519308 -2.262524 3.197076
C -1.077396 -2.866358 3.073170
C -2.518682 -3.011592 1.077459
H -3.381254 -0.683164 0.267106
H -1.377841 2.569898 2.212959
H -5.029054 0.826873 -0.361176
H -3.776345 1.085489 -1.590282
H -5.006857 2.317942 -1.299788
H -4.778846 1.903308 1.961452
H -5.218449 3.319356 0.992230
H -3.816259 3.385604 2.067686
H -2.416265 3.201848 -1.385834
H -1.967122 3.816130 0.224423
H -3.504409 4.273244 -0.514554
H -1.355021 2.576652 4.440484
H 0.275176 2.438009 3.737349
H -0.003747 2.019489 5.423902
H -2.746710 0.419661 4.879320
H -1.467511 0.363519 6.096410
H -1.815747 -1.065213 5.137181
H 1.435102 0.359927 3.887853
H 0.628107 -1.196397 3.730912
H 0.782546 -0.433177 5.316982
H -3.396650 -1.814203 4.179841
H -3.792443 -3.310286 3.332361
H -4.346755 -1.758338 2.694204
H -0.847373 -2.405699 4.029341
H -0.178631 -2.862100 2.452097
H -1.346673 -3.904829 3.270158
H -3.472490 -2.751178 0.618438
H -2.581587 -4.063512 1.358322
H -1.730353 -2.909408 0.337609
N -0.317602 2.968890 -2.823981
C -0.016805 2.434900 -1.632493
N -0.336665 1.227737 -1.289696
C -0.984577 0.394034 -2.243679
N -0.938817 -0.894091 -2.058095
N -0.342786 -1.170002 -0.892308
C 0.466478 -2.202896 -0.662199
C 1.403757 -1.940893 0.363957
C 2.404473 -2.834377 0.784892
C 3.387344 -2.396546 1.638032
C 3.383904 -1.062450 2.066470
C 2.349346 -0.247645 1.664270
N 1.355153 -0.655909 0.870124
C -1.567343 1.004802 -3.420987
C -2.453356 0.348187 -4.270250
C -2.950702 0.994864 -5.388443
C -2.575002 2.302145 -5.666425
C -1.698342 2.972328 -4.826797
C -1.198795 2.324607 -3.710295
H -0.019909 3.906755 -3.036900
H 0.541017 3.048148 -0.936822
H 0.525490 -3.057072 -1.324915
H 2.396963 -3.848326 0.408529
H 4.169742 -3.067581 1.966003
H 4.163903 -0.675150 2.704850
H 2.311074 0.787728 1.981406
H -2.732366 -0.670535 -4.036336
H -3.634962 0.476993 -6.046519
H -2.965304 2.806074 -6.539866
H -1.404224 3.994032 -5.037326

Forces on atoms 1 to 3 (eV/Å):
Cr -0.072 0.260 0.550
C -0.141 0.155 0.205
C 0.075 -0.015 -0.206

The multiplicity is 5. The largest force on an atom is 0.94 eV Å⁻¹. For the LUMO energy (alpha / beta), the calculation gives -2.6 / -3.5 eV. The value obtained for the orbital gap (alpha / beta) is 6.004 / 7.395 eV. The expectation value of S² is 6.1021. Its total charge is +1.

Charges in e, computed with Mulliken, in the same order as the atoms: -0.58 -1.44 0.02 0.18 -0.15 1.36 2.08 -1.82 -1.68 -1.30 1.98 -2.16 -1.68 -1.75 1.25 -1.55 -1.87 -1.86 0.34 1.04 0.38 0.27 0.45 0.36 0.46 0.34 0.21 0.20 0.55 0.41 0.39 0.42 0.32 0.53 0.23 0.33 0.18 0.47 0.21 0.48 0.29 0.27 0.20 0.61 0.40 0.52 0.28 0.19 -0.73 0.00 0.59 -1.44 1.51 -1.17 0.77 -1.16 -0.33 -0.78 -0.56 0.77 0.67 -0.49 -0.86 -0.48 -0.92 0.25 0.28 0.50 0.40 0.50 0.43 0.47 0.65 0.49 0.44 0.43 0.40